1.
This record from OMol25 describes an isolated molecule of C9H14NO2P. The level of theory is the ωB97M-V functional and the def2-TZVPD basis.

- Kohn-Sham gap (eV) = 8.32
- multiplicity = 1
- SMILES = OC1=P(N2CCCCC2)=C(O)C=C1

Each line ends with the Löwdin charge.
Atoms and positions in Å:
P: -1.99544 0.94915 0.22471  1.11
O: -2.98773 -0.82442 -1.82482  -0.03
O: -0.85645 3.52511 0.29799  -0.02
N: -0.51612 0.12519 0.41175  -0.38
C: 1.83188 -1.44218 1.01477  -0.23
C: -1.85197 2.64554 -1.73943  -0.10
C: 0.49229 0.64317 1.31713  -0.23
C: -2.39482 0.34790 -1.51160  -0.47
C: -2.45652 1.40974 -2.31715  -0.11
C: -0.64237 -1.35516 0.33826  -0.20
C: -1.34485 2.50907 -0.49862  -0.45
C: 1.86208 0.05875 0.98719  -0.19
C: 0.69207 -2.11933 0.29726  -0.16
H: 2.03369 -1.69856 2.03752  0.10
H: -1.19338 -1.50516 -0.56185  0.08
H: -3.36393 -0.74763 -2.74841  0.13
H: -2.95698 1.32044 -3.30054  0.11
H: 0.51166 -3.16956 0.78774  0.15
H: 2.54495 0.39941 1.71809  0.09
H: 2.21008 0.52273 0.01856  0.13
H: -1.06517 -1.65518 1.27246  0.10
H: 0.27790 0.48293 2.44235  0.14
H: 0.38694 1.66603 0.88006  0.10
H: 2.75028 -1.81584 0.66409  0.09
H: -1.81172 3.45727 -2.39142  0.08
H: -1.03086 4.36048 -0.09707  0.08
H: 0.97758 -2.18218 -0.67503  0.07

Forces on atoms 1 to 3 (eV/Å):
0.53 -0.45 -0.82
-0.51 -0.80 -1.05
0.34 -1.61 0.44

2.
This record from OMol25 describes a 5-piece molecular cluster, C31H48F9NO16S overall. The level of theory is the ωB97M-V functional and the def2-TZVPD basis.

- Kohn-Sham gap (eV) = 5.79
- multiplicity = 1
- SMILES = COCCCC[C@H]1OC(=O)O[C@]1(CCCN)CCC(F)(F)C(F)(F)S(F)(F)(F)(F)F.C[C@@H]1COC(=O)O1.C[C@@H]1COC(=O)O1.C[C@@H]1COC(=O)O1.C[C@@H]1COC(=O)O1

Each line ends with the Löwdin charge.
Atoms and positions in Å:
S: 6.53154 -1.58474 -0.49656  1.08
F: 6.48660 -2.09766 -3.17664  0.01
F: 7.48295 -1.23536 0.89502  -0.18
F: 4.91383 -0.48885 -2.37598  0.00
F: 4.91060 -4.32675 -1.47153  0.01
F: 5.35849 -2.25540 0.54895  -0.18
F: 5.79277 -0.03743 -0.32119  -0.22
F: 7.41696 -3.03976 -0.66249  -0.17
F: 7.75349 -0.80639 -1.47070  -0.20
F: 4.16489 -3.33859 -3.49739  -0.01
O: -3.51425 -0.50500 -1.47637  0.11
O: -6.66692 6.69095 0.49173  0.07
O: -2.15246 2.90490 2.67474  0.12
O: 2.64945 -6.77124 4.37171  -0.27
O: 5.04715 4.77900 -0.64729  0.09
O: -4.18484 3.80708 2.13239  0.06
O: -3.53882 -1.31371 -3.61739  0.08
O: 4.02250 6.61621 0.25579  0.14
O: -8.42845 5.53915 -0.40891  0.13
O: -8.63168 7.74550 0.16499  0.07
O: -2.69054 0.73517 -3.21541  0.08
O: -0.66993 -5.32533 0.52641  -0.02
O: -0.85413 -4.10757 -1.66222  -0.03
O: -2.91796 -4.88013 -0.63665  0.03
O: 5.83492 5.65739 1.27286  0.06
O: -3.42762 2.01514 0.99454  0.08
N: -0.84711 0.05419 2.63893  -0.04
C: -2.47099 1.60779 -5.45489  -0.02
C: 4.89052 5.76171 0.28982  -0.50
C: 5.53359 -1.82687 -2.04535  -0.21
C: 6.24588 2.68635 -0.74106  -0.03
C: 0.98442 -5.05016 3.33039  -0.16
C: -7.95135 6.56612 0.04110  -0.50
C: -1.58258 -4.78832 -0.53911  -0.22
C: -3.16418 2.90781 1.99562  -0.51
C: 3.14611 -8.14502 4.19521  -0.13
C: -5.48381 8.29762 1.84960  -0.02
C: 4.43664 -3.03255 -2.04029  -0.19
C: 0.65210 -4.95734 -0.08530  -0.20
C: 2.02350 -5.17250 0.76473  -0.11
C: 6.47181 4.40584 1.08914  -0.12
C: 6.29253 4.15776 -0.37849  -0.35
C: -3.35194 -0.68132 -4.87075  -0.11
C: -2.35917 0.39563 -4.55109  -0.35
C: 1.27503 -6.62266 3.78934  -0.20
C: -4.78380 2.20530 0.62880  -0.34
C: -4.98353 1.92863 -0.84845  -0.02
C: -0.15647 -2.10452 1.24252  -0.16
C: -0.08200 -2.21100 -0.38026  -0.10
C: -5.02709 3.63552 1.00681  -0.12
C: 1.73325 -3.59921 -2.00225  -0.07
C: -1.31434 -0.96087 1.62085  -0.26
C: 0.41093 -3.62527 -1.00955  -0.30
C: 2.09900 -4.48235 2.23959  -0.20
C: -3.26884 -0.37316 -2.66261  -0.49
C: -7.82330 8.59607 0.95796  -0.12
C: 2.93637 -2.58008 -1.45228  -0.07
C: -6.44204 8.07548 0.69585  -0.35
H: 7.52600 4.46620 1.37249  0.14
H: -4.85075 0.86053 -1.05286  0.06
H: -1.53053 -0.03544 3.44109  0.08
H: -8.13723 8.50101 2.00348  0.14
H: 2.92512 -2.49140 -0.27484  0.13
H: -1.74894 -0.43068 0.64917  0.11
H: 0.56894 -1.28298 -0.75532  0.13
H: -7.93904 9.63718 0.64499  0.14
H: 1.04863 -7.40529 2.94966  0.12
H: -5.98288 2.22399 -1.17875  0.10
H: -6.07043 3.82021 1.27624  0.14
H: -2.24071 -1.56300 2.07327  0.13
H: 7.13878 2.16050 -0.39283  0.09
H: 2.57893 -8.81741 4.99166  0.10
H: 1.17361 -4.41004 4.32067  0.13
H: 0.74887 -5.80630 -0.92305  0.17
H: -3.42505 2.12454 -5.30631  0.09
H: 2.98891 -4.85006 0.16664  0.11
H: 5.35922 2.20308 -0.31723  0.08
H: 7.06383 4.66873 -0.96744  0.16
H: -6.02568 8.49427 -0.22834  0.16
H: -1.33286 0.00902 -4.56116  0.16
H: 2.15851 -3.28989 2.22584  0.10
H: 6.17397 2.56840 -1.82788  0.09
H: 2.62157 -1.50274 -1.85521  0.14
H: 3.15207 -4.81109 2.70002  0.12
H: 2.14232 -6.34858 0.93293  0.14
H: 0.54260 -6.82619 4.70986  0.14
H: -4.31881 -0.29861 -5.21630  0.14
H: 5.97388 3.66424 1.72379  0.14
H: -5.78370 7.71823 2.72921  0.10
H: -5.42512 9.35457 2.12245  0.09
H: -1.17975 -1.97996 -0.78958  0.13
H: -0.47903 -3.07168 1.81243  0.10
H: -4.72644 4.35125 0.23348  0.14
H: 2.21626 -4.66509 -2.06349  0.13
H: -5.39864 1.52319 1.22844  0.16
H: -0.12584 -4.84563 3.02840  0.10
H: -4.23774 2.45528 -1.45325  0.09
H: -2.96750 -1.39291 -5.60635  0.14
H: -1.68502 2.33167 -5.21301  0.09
H: 0.13144 -0.10526 2.96254  0.06
H: 2.95233 -8.54125 3.11009  0.09
H: -4.48040 7.95197 1.57766  0.09
H: 1.38767 -3.16882 -3.03780  0.14
H: 4.29584 -8.27977 4.42636  0.10
H: 0.87132 -1.64416 1.60944  0.10
H: -2.37619 1.33098 -6.50818  0.09

Forces on atoms 1 to 3 (eV/Å):
3.52 2.40 2.67
-3.11 0.79 3.87
-2.07 -0.78 -2.94

3.
This record from OMol25 describes CaI2 as an isolated structure. The level of theory is the ωB97M-V functional and the def2-TZVPD basis.

- Kohn-Sham gap (eV) = 3.92
- multiplicity = 1

Each line ends with the Löwdin charge.
Atoms and positions in Å:
I: -2.94933 1.14632 -2.93983  -0.64
I: 3.54490 -0.06762 2.53878  -0.65
Ca: -0.59557 -1.07870 0.40105  1.29

Forces on the atoms, in the same order (eV/Å):
0.62 -0.68 0.95
-1.09 -0.32 -0.52
0.47 1.00 -0.43

4.
This record from OMol25 describes a 6-piece molecular cluster, C42H45Cl2IN7O12 overall. The level of theory is the ωB97M-V functional and the def2-TZVPD basis.

- Kohn-Sham gap (eV) = 7.46
- multiplicity = 1
- net charge = +1

Each line ends with the Löwdin charge.
Atoms and positions in Å:
I: -5.06029 -1.24359 -2.20096  1.10
Cl: 0.04086 -2.37243 -3.87930  0.77
Cl: -0.35139 0.67661 -2.90355  0.78
O: 7.69056 0.46302 0.75597  0.09
O: 1.47191 3.66949 -0.35193  0.10
O: 5.90009 3.52729 -5.68526  0.09
O: -3.19828 -0.07855 8.26462  0.08
O: 1.48732 1.48226 0.17678  -0.04
O: -3.45355 -0.81176 3.33435  0.07
O: -0.55388 -4.64753 -2.65645  0.02
O: -3.14156 -1.84253 1.47313  0.04
O: -1.13918 -3.49951 -0.94314  0.03
O: -2.04606 1.20357 9.55169  0.10
O: 5.63929 0.25382 1.36365  0.06
O: 6.74165 2.84702 -3.82613  0.08
N: -5.32715 2.80716 -3.62063  0.12
N: -0.29927 -4.06251 -1.63083  -0.38
N: -2.27570 0.67873 8.48674  -0.35
N: 6.55728 0.87417 0.86065  -0.36
N: -2.92237 0.98789 0.64357  0.14
N: 5.91007 2.81173 -4.70779  -0.35
N: -3.76319 -1.66005 2.51061  -0.32
C: -1.72566 0.67205 -0.23510  -0.24
C: -0.79138 0.72445 5.07436  -0.08
C: 0.54344 2.11964 6.51495  -0.05
C: -2.29235 -0.34759 -1.20691  -0.31
C: 7.26847 2.93961 -0.27880  0.00
C: 4.79097 1.01611 -3.45557  0.00
C: -0.29566 1.83083 7.57972  0.01
C: 1.40188 -3.34733 -0.01042  -0.01
C: -2.32169 -1.14451 -4.53852  -0.13
C: 6.97220 4.20263 -0.76970  -0.06
C: 3.76595 0.09116 -3.33729  -0.07
C: -5.67666 -2.25432 3.91532  0.01
C: -1.36768 0.98665 7.36422  -0.14
C: -6.78933 -3.04339 4.14591  -0.04
C: 0.29593 1.57068 5.26363  -0.07
C: 4.69299 3.97279 -0.02497  -0.06
C: 6.26071 2.21826 0.33180  -0.16
C: 1.53742 2.52173 -0.68571  -0.35
C: 2.84817 0.81517 -5.44267  -0.06
C: -6.39614 -4.23104 2.07990  -0.05
C: 2.07000 -4.58172 -1.98831  -0.01
C: -1.56016 -1.72685 -3.34737  -0.67
C: -3.63126 1.57102 -2.45114  -0.20
C: -7.14602 -4.02906 3.23303  -0.04
C: 4.97753 2.71141 0.46920  -0.01
C: -1.20797 -0.74517 -2.22214  -0.62
C: 0.36414 1.38581 1.05722  -0.15
C: 2.72724 -3.27483 0.38468  -0.05
C: 3.39189 -4.49985 -1.58184  -0.05
C: -3.66159 0.28095 -1.60458  -0.69
C: 1.10138 -3.99861 -1.19341  -0.18
C: -1.63019 0.42105 6.13318  -0.01
C: 3.72034 -3.84708 -0.40079  -0.05
C: 4.81939 1.82577 -4.57455  -0.14
C: 5.68863 4.71910 -0.64424  -0.06
C: -5.28134 -3.45061 1.83174  0.01
C: 3.86800 1.74534 -5.57375  0.00
C: -4.94608 -2.47713 2.75942  -0.15
C: -4.17141 0.64885 -0.17411  -0.15
C: -0.53185 0.23881 0.61180  -0.08
C: 2.79575 -0.01106 -4.32730  -0.11
C: -4.68152 1.71250 -3.52320  -0.29
H: -2.65928 1.69033 -2.93517  0.07
H: 2.98602 -2.77263 1.30642  0.11
H: 1.69702 2.20501 -1.72052  0.12
H: -5.38192 -1.48872 4.61748  0.12
H: -3.24526 -1.69996 -4.71484  0.06
H: 7.74617 4.78076 -1.25437  0.11
H: -7.37493 -2.89227 5.04124  0.12
H: -0.45349 -1.25749 -1.62094  0.06
H: -5.97504 2.79297 -4.40675  0.06
H: 3.92523 2.39807 -6.43152  0.12
H: 0.07875 -0.45815 0.03423  0.12
H: -3.77261 2.43912 -1.79963  0.12
H: 1.79665 -5.08481 -2.90333  0.12
H: 3.72462 -0.55096 -2.46707  0.11
H: -0.17546 2.34185 1.07410  0.13
H: 3.69467 4.37021 0.07528  0.09
H: -2.93418 0.38665 1.47039  0.12
H: 5.55317 1.11028 -2.69663  0.11
H: 0.95709 1.80395 4.43856  0.09
H: -2.55708 -1.29442 -0.72428  0.11
H: 8.25952 2.52204 -0.37122  0.12
H: -4.92787 1.43144 -0.13724  0.14
H: -8.01243 -4.64721 3.42379  0.12
H: -2.91095 1.95722 0.95805  0.19
H: -4.58631 -0.23362 0.30998  0.06
H: -0.98959 0.28872 4.10399  0.08
H: -4.83102 0.86641 -4.20100  0.07
H: -1.52996 1.59657 -0.78686  0.13
H: -6.67674 -5.00167 1.37635  0.12
H: 4.75425 -3.78461 -0.09010  0.12
H: 4.16612 -4.94603 -2.18968  0.12
H: 1.99132 -0.72681 -4.21407  0.02
H: -1.73001 -1.22215 -5.45163  0.07
H: -2.47145 -0.24231 6.00287  0.11
H: -0.92214 -0.29225 1.48306  0.12
H: 0.61561 -2.91226 0.58827  0.11
H: 1.39025 2.77450 6.66374  0.11
H: -2.06441 -2.58696 -2.90468  0.08
H: 5.46293 5.70309 -1.03220  0.11
H: -4.68235 -3.59699 0.94473  0.12
H: 4.21655 2.11613 0.95160  0.11
H: 2.09328 0.73755 -6.21342  0.11
H: -2.56432 -0.09234 -4.39428  0.05
H: -0.12098 2.24956 8.55918  0.12
H: 0.73688 1.22567 2.06464  0.12

Forces on atoms 1 to 3 (eV/Å):
-0.02 -0.06 -0.27
0.00 0.62 -0.77
0.07 0.16 -0.12

Q: Which LUMO values were calculated for the entries above? A: 0.6 -2.8 -4.1 -4.0, in eV.
Q: Which HOMO values were calculated for the entries above? A: -7.69 -8.56 -8.07 -11.49, in eV.